1.
# C29H25FO5S

C29H25FO5S in the gas phase (the ωB97M-V functional and the def2-TZVPD basis, the Open Molecules 2025 dataset).

Atoms and positions in Å:
C (-4.969, 3.653, 1.821)
C (-3.518, 3.304, 2.092)
O (-3.125, 2.274, 1.140)
C (-1.831, 2.124, 0.912)
O (-0.910, 2.777, 1.455)
C (-1.556, 1.125, -0.272)
F (-0.437, 1.704, -0.955)
C (-0.694, -0.080, 0.488)
C (-1.505, -1.325, 0.776)
C (-2.906, -1.084, 0.783)
C (-3.777, -2.106, 1.183)
C (-3.370, -3.343, 1.617)
C (-1.984, -3.596, 1.559)
C (-1.068, -2.622, 1.110)
C (0.810, -0.329, 0.373)
C (1.666, 0.652, 0.880)
C (2.994, 0.433, 1.052)
C (3.635, -0.718, 0.535)
O (5.042, -0.777, 0.573)
C (5.746, -1.737, 1.309)
C (5.377, -3.074, 1.357)
C (6.192, -3.968, 2.065)
C (7.362, -3.527, 2.713)
C (7.745, -2.173, 2.605)
C (6.926, -1.275, 1.905)
C (2.822, -1.660, -0.103)
C (1.431, -1.487, -0.181)
S (-2.890, 1.912, -1.659)
O (-4.014, 0.993, -1.538)
O (-3.185, 3.317, -1.402)
C (-2.381, 1.978, -3.409)
C (-2.156, 3.192, -4.051)
C (-1.833, 3.208, -5.413)
C (-1.740, 2.002, -6.128)
C (-2.082, 0.811, -5.492)
C (-2.419, 0.792, -4.137)
H (-5.288, 4.405, 2.557)
H (-5.055, 4.094, 0.817)
H (-5.655, 2.799, 1.935)
H (-2.882, 4.191, 2.023)
H (-3.403, 2.864, 3.086)
H (-0.711, 0.445, 1.529)
H (-3.234, -0.119, 0.401)
H (-4.845, -1.858, 1.141)
H (-4.055, -4.100, 1.961)
H (-1.643, -4.564, 1.860)
H (-0.017, -2.959, 0.978)
H (1.265, 1.646, 1.121)
H (3.656, 1.187, 1.520)
H (4.491, -3.425, 0.832)
H (5.921, -5.023, 2.120)
H (7.985, -4.225, 3.306)
H (8.683, -1.817, 3.064)
H (7.199, -0.225, 1.815)
H (3.306, -2.505, -0.621)
H (0.875, -2.205, -0.756)
H (-2.210, 4.124, -3.494)
H (-1.631, 4.158, -5.893)
H (-1.406, 1.999, -7.168)
H (-2.064, -0.123, -6.060)
H (-2.681, -0.132, -3.638)

Properties
SMILES string   CCOC(=O)[C@@](F)([C@@H](c1ccccc1)c1ccc(Oc2ccccc2)cc1)S(=O)(=O)c1ccccc1
Relative energy (zero: lowest compared OMol25 entry of this formula, charge and spin)   0.0 kJ/mol
Kohn-Sham gap   7.831 eV
HOMO   -8.68 eV
Spin multiplicity   1
Net charge   0

Löwdin population analysis, charges in e, atoms 1 to 2: C -0.062; C -0.181

=====

2.
# C42H47BMoN6O2S

A molecular structure, C42H47BMoN6O2S (the ωB97M-V functional and the def2-TZVPD basis, the Open Molecules 2025 dataset).

Atoms and positions in Å:
Mo (0.997, -0.292, -0.208)
N (4.042, -2.748, 0.895)
C (3.627, -2.815, 2.218)
C (4.173, -3.446, 3.328)
C (3.497, -3.293, 4.520)
C (2.315, -2.544, 4.601)
C (1.770, -1.924, 3.496)
C (2.446, -2.067, 2.286)
N (2.184, -1.568, 1.007)
C (3.166, -1.997, 0.219)
C (1.895, -1.600, -2.029)
C (2.738, -2.046, -3.243)
S (2.949, -0.514, -4.204)
C (1.827, 0.324, -3.220)
N (1.273, -0.304, -2.236)
H (4.876, -3.171, 0.519)
H (5.085, -4.025, 3.265)
H (3.886, -3.757, 5.416)
H (1.822, -2.453, 5.559)
H (0.852, -1.358, 3.569)
H (2.347, -2.831, -3.885)
H (1.603, 1.358, -3.456)
O (4.820, 0.292, -1.418)
C (3.728, -0.037, -1.051)
O (2.817, 0.688, -0.457)
C (3.252, -1.539, -1.191)
C (3.875, -2.457, -2.274)
C (3.621, -3.907, -1.957)
C (2.444, -4.398, -1.521)
C (1.213, -3.683, -1.214)
N (0.919, -2.446, -1.429)
H (4.896, -2.230, -2.572)
H (4.442, -4.599, -2.109)
H (2.394, -5.463, -1.327)
H (0.420, -4.260, -0.747)
C (1.622, 1.217, 2.283)
C (0.921, 2.564, 2.378)
C (1.411, 3.264, 3.650)
C (1.173, 3.352, 1.109)
C (2.233, 4.241, 1.020)
C (2.443, 4.963, -0.142)
C (1.589, 4.804, -1.215)
C (0.512, 3.920, -1.177)
C (-0.382, 3.909, -2.411)
C (-1.542, 4.907, -2.269)
C (-0.911, 2.542, -2.856)
C (0.332, 3.177, -0.001)
N (-0.780, 2.270, 0.146)
B (-0.835, 0.826, 0.002)
N (-2.245, 0.524, 0.234)
C (-2.893, 1.695, 0.512)
C (-2.015, 2.745, 0.464)
C (-3.058, -0.649, 0.002)
C (-3.049, -1.724, 0.901)
C (-3.901, -2.797, 0.668)
C (-4.755, -2.811, -0.418)
C (-4.760, -1.744, -1.295)
C (-3.924, -0.650, -1.110)
C (-3.976, 0.463, -2.138)
C (-3.579, -0.054, -3.525)
C (-5.356, 1.129, -2.176)
C (-2.160, -1.771, 2.125)
C (-1.134, -2.893, 1.924)
C (-2.965, -1.992, 3.409)
H (1.550, 0.656, 3.212)
H (2.668, 1.341, 2.008)
H (1.136, 0.592, 1.476)
H (-0.153, 2.397, 2.484)
H (2.500, 3.264, 3.714)
H (1.021, 2.754, 4.531)
H (1.063, 4.295, 3.674)
H (2.895, 4.389, 1.862)
H (3.267, 5.663, -0.202)
H (1.749, 5.394, -2.110)
H (0.246, 4.289, -3.220)
H (-2.288, 4.547, -1.560)
H (-2.034, 5.041, -3.233)
H (-1.183, 5.879, -1.932)
H (-1.859, 2.310, -2.375)
H (-0.216, 1.741, -2.614)
H (-1.086, 2.540, -3.933)
H (-3.950, 1.718, 0.721)
H (-2.198, 3.787, 0.666)
H (-3.911, -3.633, 1.357)
H (-5.416, -3.652, -0.578)
H (-5.437, -1.749, -2.140)
H (-3.258, 1.232, -1.866)
H (-4.318, -0.755, -3.913)
H (-2.611, -0.560, -3.488)
H (-3.505, 0.779, -4.226)
H (-6.114, 0.446, -2.559)
H (-5.332, 2.004, -2.827)
H (-5.669, 1.453, -1.182)
H (-1.629, -0.820, 2.221)
H (-1.643, -3.821, 1.661)
H (-0.548, -3.075, 2.822)
H (-0.465, -2.629, 1.096)
H (-3.381, -2.999, 3.449)
H (-3.789, -1.282, 3.472)
H (-2.331, -1.857, 4.288)

Properties
Relative energy (zero: lowest compared OMol25 entry of this formula, charge and spin)   43.1 kJ/mol
Kohn-Sham gap (spin up / spin down)   5.177 / 5.574 eV
HOMO (spin up / spin down)   -12.99 / -13.14 eV
Spin multiplicity   3
⟨S²⟩   2.04
Net charge   +2

Löwdin population analysis, charges in e, atoms 1 to 2: Mo 1.693; N 0.234

=====

3.
# C39H36N4OPS2SeY

A molecular structure, C39H36N4OPS2SeY (the ωB97M-V functional and the def2-TZVPD basis, the Open Molecules 2025 dataset).

Atoms and positions in Å:
Y (-1.022, 0.140, -1.337)
C (3.408, -0.048, -2.813)
C (2.047, -0.554, -2.408)
N (1.161, 0.322, -1.877)
N (1.588, 1.671, -1.902)
C (1.107, 2.431, -0.948)
S (-0.075, 2.181, 0.294)
S (1.692, 4.132, -0.908)
C (3.147, 4.029, -1.943)
C (4.443, 3.602, -1.222)
C (5.624, 3.487, -1.968)
C (6.830, 3.224, -1.369)
C (6.925, 2.973, -0.001)
C (5.756, 3.193, 0.726)
C (4.510, 3.411, 0.158)
C (1.694, -1.971, -2.574)
C (2.736, -2.923, -2.431)
C (2.384, -4.279, -2.433)
C (1.051, -4.703, -2.512)
C (0.006, -3.797, -2.556)
C (0.331, -2.416, -2.635)
O (-0.640, -1.523, -2.636)
H (3.297, 0.975, -3.148)
H (3.835, -0.696, -3.576)
H (4.215, -0.068, -2.009)
H (3.357, 5.035, -2.345)
H (3.041, 3.394, -2.838)
H (5.517, 3.556, -3.029)
H (7.735, 3.320, -1.949)
H (7.875, 2.592, 0.454)
H (5.756, 3.135, 1.860)
H (3.560, 3.442, 0.734)
H (3.760, -2.563, -2.264)
H (3.159, -5.051, -2.392)
H (0.872, -5.790, -2.436)
H (-1.037, -4.151, -2.563)
C (-2.757, 0.516, 6.410)
C (-3.383, 0.990, 5.274)
C (-2.885, 0.593, 4.020)
C (-1.815, -0.293, 3.907)
C (-1.221, -0.799, 5.062)
C (-1.692, -0.396, 6.294)
P (-1.174, -0.706, 2.275)
C (0.117, -1.950, 2.597)
C (0.021, -3.299, 2.247)
C (1.162, -4.132, 2.291)
C (2.420, -3.614, 2.640)
C (2.532, -2.236, 2.882)
C (1.387, -1.429, 2.902)
C (-2.427, -1.631, 1.407)
C (-3.399, -2.388, 2.001)
C (-4.204, -3.136, 1.121)
C (-3.978, -3.184, -0.225)
C (-2.986, -2.368, -0.808)
C (-2.234, -1.558, 0.004)
H (-3.089, 0.840, 7.404)
H (-4.217, 1.695, 5.313)
H (-3.407, 0.873, 3.081)
H (-0.338, -1.473, 4.993)
H (-1.281, -0.829, 7.231)
H (-0.926, -3.697, 1.940)
H (0.986, -5.212, 2.093)
H (3.268, -4.269, 2.773)
H (3.513, -1.713, 3.038)
H (1.417, -0.390, 3.193)
H (-3.573, -2.426, 3.067)
H (-4.928, -3.863, 1.529)
H (-4.550, -3.862, -0.889)
H (-2.752, -2.414, -1.884)
C (-1.879, 3.600, -2.848)
N (-3.074, 3.045, -2.285)
C (-4.054, 3.767, -1.574)
C (-5.094, 2.950, -1.377)
N (-4.805, 1.731, -1.910)
C (-5.694, 0.612, -1.793)
C (-3.560, 1.790, -2.534)
Se (-2.767, 0.496, -3.561)
H (-2.038, 4.414, -3.591)
H (-1.359, 2.736, -3.353)
H (-1.198, 3.953, -2.017)
H (-3.951, 4.817, -1.362)
H (-6.072, 3.244, -0.974)
H (-6.695, 0.795, -2.203)
H (-5.794, 0.358, -0.733)
H (-5.219, -0.258, -2.274)

Properties
Relative energy (zero: lowest compared OMol25 entry of this formula, charge and spin)   104.8 kJ/mol
Kohn-Sham gap   7.231 eV
HOMO   -7.21 eV
Spin multiplicity   1
Net charge   0

Löwdin population analysis, charges in e, atoms 1 to 2: Y 1.137; C -0.028

=====

4.
# C4H8O3

C4H8O3 in the gas phase (the ωB97M-V functional and the def2-TZVPD basis, the Open Molecules 2025 dataset).

Atoms and positions in Å:
O (-0.494, 1.780, -0.833)
C (-0.311, 0.918, 0.006)
C (-1.474, 0.429, 0.844)
O (-2.640, 1.139, 0.561)
C (1.046, 0.282, 0.217)
C (1.306, -0.835, -0.793)
O (0.417, -1.906, -0.529)
H (-1.581, -0.649, 0.636)
H (-1.203, 0.525, 1.908)
H (-2.403, 1.739, -0.167)
H (1.805, 1.059, 0.087)
H (1.125, -0.139, 1.226)
H (1.166, -0.450, -1.814)
H (2.351, -1.155, -0.694)
H (0.889, -2.736, -0.655)

Properties
SMILES string   O=C(CO)CCO
Relative energy (zero: lowest compared OMol25 entry of this formula, charge and spin)   128.4 kJ/mol
Kohn-Sham gap   10.728 eV
HOMO   -10.15 eV
Spin multiplicity   1
Net charge   0

Löwdin population analysis, charges in e, atoms 1 to 2: O 0.091; C -0.367